C6H15N as an isolated structure in a non-equilibrium geometry. Source: the OMol25 dataset; level of theory: ωB97M-V/def2-TZVPD.

Geometry as XYZ:
```
22
Properties=species:S:1:pos:R:3:lowdin_charge:R:1
C -0.23 -3.81 1.64 -0.06
N -0.29 -0.35 1.26 0.10
C 0.21 0.37 0.30 -0.46
C -0.69 1.05 -0.73 -0.39
C -0.08 1.07 -2.13 -0.07
C -0.99 2.44 -0.16 -0.06
C 1.68 0.74 0.30 -0.03
H 0.04 -2.83 2.01 -0.01
H -0.93 -3.76 0.81 0.01
H -0.71 -4.47 2.36 0.01
H 0.66 -4.29 1.22 0.02
H -0.43 -0.90 0.32 0.10
H -1.64 0.49 -0.71 0.14
H -0.81 1.20 -2.92 0.07
H 0.59 0.24 -2.34 0.08
H 0.64 1.91 -2.21 0.08
H -0.09 3.04 -0.09 0.07
H -1.71 2.99 -0.78 0.09
H -1.34 2.35 0.86 0.08
H 1.86 1.73 -0.13 0.07
H 2.27 0.00 -0.23 0.09
H 1.99 0.78 1.34 0.09
```

## Properties
ΔE to the lowest compared entry with this formula, charge and spin (kcal per mole): 73.08
Orbital gap (eV): 9.2

A single C6H15N molecule in a non-equilibrium geometry. Source: the OMol25 dataset; level of theory: ωB97M-V/def2-TZVPD.

Geometry as XYZ:
```
22
Properties=species:S:1:pos:R:3:lowdin_charge:R:1
C -2.33 1.51 -1.04 -0.10
C -0.79 1.73 -1.16 -0.27
N 0.09 0.63 -0.96 -0.08
C 0.16 -0.12 0.29 -0.40
C 1.28 0.61 1.18 -0.04
C 0.61 -1.52 0.03 -0.24
C 1.25 -2.38 1.12 -0.12
H -2.82 1.29 -2.00 0.06
H -2.66 0.67 -0.40 0.06
H -2.91 2.39 -0.75 0.06
H -0.72 2.00 -2.22 0.11
H -0.46 2.53 -0.48 0.10
H 0.32 0.02 -1.72 0.10
H -0.79 0.06 0.77 0.12
H 2.21 0.47 0.64 0.07
H 1.44 0.09 2.13 0.06
H 0.88 1.61 1.40 0.07
H 1.41 -1.42 -0.71 0.11
H -0.18 -2.13 -0.44 0.11
H 2.29 -2.23 1.42 0.07
H 1.14 -3.44 0.92 0.06
H 0.58 -2.38 1.99 0.08
```

## Properties
ΔE to the lowest compared entry with this formula, charge and spin (kcal per mole): 33.36
SMILES string: CCN[C@H](C)CC
Orbital gap (eV): 9.3

- Look up the orbital gap of the first one.
  9.2 eV